No. 1
Computed, not measured: a 3-piece molecular cluster, C22H50N4O2P overall at a distorted geometry, with the ωB97M-V functional and the def2-TZVPD basis.

```
79
Properties=species:S:1:pos:R:3:forces:R:3:lowdin_charge:R:1
C 8.044 -1.250 -1.236 -0.246 -0.029 0.028 -0.063
C 7.735 0.261 -1.262 0.209 -0.353 0.185 -0.376
C 8.516 1.002 -0.159 -0.160 0.295 -0.238 -0.059
C 6.206 0.466 -1.165 0.062 -0.042 -0.396 -0.318
C 5.505 -0.084 -2.427 -0.040 0.181 0.035 -0.044
C 5.807 1.916 -0.893 -0.045 0.073 -0.075 -0.103
O 4.854 2.032 0.203 0.196 0.226 0.068 0.024
C 3.702 1.419 0.051 0.016 -0.045 -0.134 -0.318
C 3.038 0.617 0.913 0.205 -0.088 0.369 0.047
N 1.847 0.299 0.299 -0.306 -0.325 0.163 0.120
C 1.767 0.850 -0.902 -0.319 0.367 -0.015 -0.380
P 0.534 0.686 -2.254 -0.041 -0.531 -0.872 0.913
C -1.025 0.469 -1.351 0.211 0.162 0.282 -0.255
O 0.497 2.235 -2.761 0.016 0.158 0.251 -0.296
N 2.892 1.550 -1.066 0.265 0.121 -0.030 0.191
H 8.003 -1.697 -2.228 0.035 -0.017 -0.013 0.074
H 7.323 -1.793 -0.618 0.028 0.023 0.087 0.085
H 9.029 -1.444 -0.819 0.079 0.011 -0.123 0.075
H 8.069 0.617 -2.240 -0.017 0.222 0.017 0.139
H 7.877 1.281 0.680 0.023 -0.181 0.163 0.079
H 9.342 0.406 0.217 0.012 -0.036 0.047 0.074
H 8.943 1.932 -0.538 -0.001 0.013 0.026 0.083
H 5.870 -0.124 -0.308 0.082 0.071 0.156 0.139
H 5.213 0.729 -3.095 0.046 -0.001 -0.047 0.076
H 6.171 -0.722 -3.001 -0.081 -0.150 0.037 0.075
H 4.602 -0.648 -2.191 0.005 -0.079 -0.012 0.076
H 6.632 2.538 -0.569 0.079 -0.003 0.087 0.121
H 5.377 2.396 -1.776 0.011 -0.006 -0.020 0.120
H 3.334 0.282 1.891 -0.129 -0.053 -0.025 0.148
H 1.124 -0.285 0.691 -0.016 0.013 0.109 0.159
H -1.799 0.782 -2.052 -0.086 -0.089 -0.010 0.046
H -1.106 1.059 -0.437 -0.085 -0.006 0.019 0.033
H -1.172 -0.589 -1.137 -0.076 -0.038 0.055 0.048
H 0.062 2.847 -2.151 0.029 0.108 -0.085 0.077
H 3.114 2.084 -1.894 -0.068 0.014 -0.041 0.170
C -8.126 -2.428 -2.245 -0.013 0.002 -0.021 -0.087
C -6.975 -1.975 -3.128 -0.042 -0.056 0.007 -0.271
N -6.068 -1.055 -2.459 0.037 -0.019 -0.004 -0.202
C -5.142 -0.400 -3.359 0.031 0.111 -0.089 -0.255
C -4.101 -1.261 -4.089 0.107 0.113 0.015 -0.086
C -5.513 -1.520 -1.201 0.015 -0.034 0.126 -0.248
C -4.705 -2.827 -1.207 0.038 0.050 0.050 -0.081
H -8.671 -1.570 -1.848 0.019 0.010 0.020 0.082
H -8.819 -3.032 -2.830 -0.008 0.003 -0.002 0.076
H -7.790 -3.040 -1.408 0.005 -0.009 0.000 0.065
H -7.385 -1.445 -3.992 0.035 0.008 -0.023 0.119
H -6.462 -2.864 -3.528 0.002 0.007 0.009 0.103
H -4.626 0.383 -2.793 0.003 -0.016 0.024 0.101
H -5.736 0.127 -4.111 -0.041 -0.047 0.000 0.112
H -3.303 -1.589 -3.421 -0.035 -0.072 0.001 0.043
H -3.636 -0.677 -4.886 -0.010 0.009 -0.003 0.070
H -4.543 -2.142 -4.552 -0.032 -0.012 0.027 0.069
H -6.335 -1.632 -0.492 -0.031 -0.016 -0.030 0.102
H -4.895 -0.712 -0.797 0.015 0.012 -0.033 0.108
H -5.195 -3.604 -1.794 -0.022 -0.003 0.001 0.069
H -4.607 -3.204 -0.187 0.000 0.005 0.005 0.071
H -3.698 -2.693 -1.604 -0.026 -0.020 -0.058 0.045
C -1.673 -1.670 4.441 0.024 -0.029 -0.025 -0.082
C -0.886 -0.489 3.896 0.003 -0.020 0.073 -0.280
N -1.727 0.617 3.476 0.046 -0.028 -0.063 -0.200
C -1.024 1.619 2.706 0.050 0.024 -0.124 -0.263
C 0.102 2.408 3.387 0.058 0.009 -0.087 -0.078
C -2.658 1.120 4.478 -0.142 0.019 0.113 -0.237
C -2.076 1.628 5.802 -0.026 0.033 -0.037 -0.074
H -2.421 -2.004 3.722 -0.024 0.025 0.004 0.082
H -0.997 -2.501 4.645 -0.001 -0.004 -0.001 0.076
H -2.177 -1.427 5.376 0.003 0.008 0.010 0.070
H -0.332 -0.823 3.009 0.023 0.026 -0.014 0.101
H -0.127 -0.196 4.639 -0.002 -0.001 -0.012 0.103
H -1.763 2.313 2.297 -0.011 0.030 0.053 0.116
H -0.594 1.100 1.835 0.005 -0.017 0.042 0.069
H -0.274 3.159 4.078 -0.035 -0.045 0.037 0.062
H 0.697 2.934 2.635 -0.016 0.007 -0.006 0.065
H 0.776 1.748 3.935 0.004 0.011 0.022 0.066
H -3.373 0.324 4.695 0.032 -0.038 -0.015 0.104
H -3.246 1.911 4.008 0.034 0.018 -0.026 0.117
H -1.313 0.956 6.197 -0.011 -0.024 0.003 0.069
H -2.869 1.692 6.548 -0.006 0.008 -0.001 0.077
H -1.639 2.621 5.711 0.049 -0.023 -0.011 0.058
```
Forces are in eV/Å.

The calculation puts the orbital gap at 6.84 eV. The molecular weight comes out at 433.642 g/mol. The value obtained for the lowest unoccupied orbital energy is -3.00 eV. For the calculated total energy, the calculation gives -42962.923 eV. For the HOMO energy, the calculation gives -0.362 hartree. The total charge is +1. Its multiplicity is 1.

***

No. 2
Computed, not measured: C6H4O in the gas phase, with the ωB97M-V functional and the def2-TZVPD basis.

```
11
Properties=species:S:1:pos:R:3:forces:R:3:nbo_charge:R:1
C 3.563 0.423 0.127 -0.487 -0.159 0.029 -0.196
C 2.366 0.308 0.243 0.337 -0.137 0.050 -0.045
C 0.931 0.383 0.222 -0.087 0.236 -0.057 -0.289
C -0.077 -0.380 0.612 -0.185 0.228 -0.161 -0.056
C -1.369 -0.447 0.431 0.478 0.047 -0.121 0.277
C -2.482 -0.598 -0.454 -0.093 -0.225 -0.323 -0.122
O -2.576 -0.088 0.920 0.166 -0.031 0.261 -0.425
H 4.625 0.501 -0.001 -0.357 -0.051 0.123 0.239
H 0.557 1.291 -0.250 0.430 0.183 -0.014 0.221
H -2.979 -1.548 -0.610 0.082 0.044 0.023 0.204
H -2.558 0.154 -1.241 -0.283 -0.135 0.190 0.195
```
Forces are in eV/Å.

The calculation puts the orbital gap at 9.79 eV. Its energy above the lowest of the compared OMol25 structures with the same formula, charge and spin is 99.77 kcal per mole. The molecular weight comes out at 92.097 g/mol. The value obtained for the lowest unoccupied orbital energy is 0.54 eV. For the calculated total energy, the calculation gives -8328.114 eV. For the HOMO energy, the calculation gives -0.340 hartree. As for the SMILES: C#CC=C=C1CO1. The total charge is 0. Its multiplicity is 1.

***

No. 3
Computed, not measured: a 5-piece molecular cluster, C22H18Cl12N4OS2 overall at a distorted geometry, with the ωB97M-V functional and the def2-TZVPD basis.

```
59
Properties=species:S:1:pos:R:3:forces:R:3:nbo_charge:R:1
C 2.105 3.259 3.500 -0.497 -0.121 0.035 -0.410
C 1.066 2.430 3.309 0.529 0.064 -0.213 -0.153
C 0.988 1.389 2.211 0.127 -1.028 0.888 -0.487
C -0.362 1.442 1.526 -0.084 0.160 -0.148 0.012
C -1.532 1.347 2.273 0.389 0.134 -0.242 -0.272
C -2.793 1.386 1.693 -0.509 -0.257 0.395 0.234
N -3.955 1.268 2.481 0.330 -0.118 -0.122 -0.831
C -2.904 1.526 0.309 0.422 -0.127 -0.751 0.037
N -4.162 1.546 -0.383 0.112 1.121 0.911 -0.480
C -5.037 2.322 -0.035 -0.367 -1.020 0.146 0.253
S -6.287 3.107 0.476 0.183 0.205 -0.340 0.073
C -1.740 1.605 -0.442 0.358 -0.144 -0.525 -0.180
C -0.476 1.569 0.143 0.090 0.075 0.463 0.163
N 0.703 1.625 -0.682 -0.117 -0.069 0.000 -0.662
C 0.643 0.641 -1.715 -0.010 -0.435 -0.688 0.136
C 1.674 -0.266 -1.901 0.116 0.223 0.374 -0.242
C 1.577 -1.210 -2.904 0.427 -0.386 -0.588 0.143
N 2.655 -2.186 -3.071 -0.679 -0.158 0.313 -0.578
C 2.488 -3.196 -2.403 0.392 0.240 0.237 0.889
O 2.398 -4.140 -1.733 0.052 -0.128 -0.281 -0.482
C 0.497 -1.272 -3.769 -0.080 0.508 0.427 -0.231
C -0.551 -0.368 -3.595 -0.398 -0.099 -0.187 -0.028
C -1.751 -0.414 -4.519 0.621 0.318 -0.127 -0.633
C -0.468 0.560 -2.562 -0.090 0.524 0.522 -0.112
S -1.775 1.731 -2.217 -0.209 -0.223 0.032 0.276
H 1.903 4.299 3.741 0.249 -0.314 1.299 0.202
H 3.138 2.942 3.397 -0.048 0.325 -1.218 0.196
H 0.199 2.519 3.960 -0.452 0.751 -0.757 0.191
H 1.096 0.369 2.611 -0.030 0.054 0.000 0.222
H 1.777 1.515 1.478 0.020 0.164 0.047 0.247
H -1.434 1.225 3.343 -0.226 -0.013 0.058 0.207
H -3.724 1.068 3.448 -0.139 -0.006 -0.213 0.380
H -4.576 0.552 2.124 -0.148 0.123 0.008 0.379
H 0.773 2.546 -1.110 -0.006 0.011 0.006 0.384
H 2.538 -0.228 -1.250 0.002 -0.040 -0.056 0.236
H 0.462 -2.017 -4.553 0.028 0.006 -0.019 0.226
H -2.437 -1.218 -4.259 -0.005 -0.009 -0.028 0.230
H -1.376 -0.545 -5.536 -0.207 -0.233 -0.009 0.221
H -2.283 0.534 -4.511 -0.150 -0.095 0.076 0.227
Cl -4.178 4.463 4.862 0.008 -0.017 0.031 0.031
C -4.689 3.131 5.894 -0.017 0.083 -0.178 -0.284
Cl -6.331 2.624 5.500 0.019 -0.009 0.028 0.025
Cl -3.572 1.766 5.751 -0.091 0.159 0.328 0.003
H -4.675 3.471 6.921 0.009 -0.021 0.004 0.230
Cl -2.764 -3.551 3.838 -0.006 0.014 0.026 0.033
C -3.382 -2.331 4.946 -0.031 0.012 -0.109 -0.282
Cl -2.240 -0.990 5.097 0.168 -0.234 0.005 0.013
Cl -4.962 -1.744 4.421 0.000 0.006 0.037 0.019
H -3.499 -2.783 5.921 0.004 0.015 0.005 0.231
Cl 4.244 -0.577 -6.538 -0.027 -0.007 0.036 0.017
C 4.809 -2.218 -6.224 0.032 0.008 0.011 -0.286
Cl 4.624 -3.227 -7.662 -0.012 -0.015 0.026 0.012
Cl 6.485 -2.211 -5.675 -0.029 -0.023 0.030 0.019
H 4.198 -2.638 -5.434 -0.001 0.037 0.022 0.236
Cl 8.145 -5.327 -3.403 0.031 -0.006 0.044 0.021
C 7.405 -4.548 -2.004 -0.022 0.091 -0.180 -0.284
Cl 7.998 -2.896 -1.821 0.006 -0.024 0.021 0.021
Cl 5.647 -4.568 -2.148 -0.011 -0.040 0.087 0.015
H 7.681 -5.105 -1.119 -0.021 -0.008 -0.001 0.228
```
Forces are in eV/Å.

The calculation puts the orbital gap at 8.59 eV. The molecular weight comes out at 843.983 g/mol. The value obtained for the lowest unoccupied orbital energy is 0.31 eV. For the calculated total energy, the calculation gives -203051.925 eV. For the HOMO energy, the calculation gives -0.304 hartree. As for the SMILES: C=CCc1cc(N)c(N=C=S)c2c1Nc1cc(N=C=O)cc(C)c1S2.ClC(Cl)Cl.ClC(Cl)Cl.ClC(Cl)Cl.ClC(Cl)Cl. The total charge is 0. Its multiplicity is 1.